[1]
ORCA calculation (ωB97M-V/def2-TZVPD) on a 2-piece molecular cluster, C5H14O overall at a distorted geometry.

Results
LUMO (spin up / spin down)	-3.620 / -9.998	eV
expectation value of S²	0.754
E_tot	-273.6911	Eh
highest occupied orbital energy (spin up / spin down)	-14.61 / -14.60	eV
relative energy (zero: lowest compared OMol25 entry of this formula, charge and spin)	41.75	kcal per mole

```
! wB97M-V def2-TZVPD RIJCOSX def2/J DEFGRID3
* xyz 1 2
C 0.015 1.292 0.693
C 1.279 1.305 0.010
C 0.103 1.396 2.262
O -0.658 2.407 0.169
H -0.705 0.571 0.507
H 1.362 0.531 -0.752
H 0.880 2.068 2.564
H -0.866 1.490 2.587
H 0.146 0.380 2.677
H -1.113 2.992 0.835
H 2.033 1.052 0.651
H 1.587 2.275 -0.384
C -1.064 -2.788 -1.559
C 0.081 -1.733 -1.470
H -1.685 -2.457 -0.632
H -1.527 -2.812 -2.525
H -0.843 -3.866 -1.363
H 0.009 -0.907 -2.181
H 1.049 -2.138 -1.465
H -0.082 -1.057 -0.623
*
```

Here are the Löwdin charges for atoms 1 to 4, given in e: atom 1 (C): -0.374, atom 2 (C): 0.006, atom 3 (C): 0.051, atom 4 (O): 0.270

---

[2]
ORCA calculation (ωB97M-V/def2-TZVPD) on a 2-piece molecular cluster, C5H14O overall at a distorted geometry.

Results
LUMO (spin up / spin down)	-3.135 / -10.676	eV
expectation value of S²	0.753
E_tot	-273.6684	Eh
highest occupied orbital energy (spin up / spin down)	-14.61 / -14.58	eV
relative energy (zero: lowest compared OMol25 entry of this formula, charge and spin)	55.95	kcal per mole

```
! wB97M-V def2-TZVPD RIJCOSX def2/J DEFGRID3
* xyz 1 2
C -1.048 1.566 0.221
C -1.301 0.097 0.788
C -0.175 -0.964 0.838
C 1.101 -0.553 -0.106
C -0.662 -2.298 0.276
H -0.324 2.014 0.892
H -0.628 1.518 -0.834
H -2.026 2.014 0.361
H -1.797 0.165 1.884
H -2.357 -0.189 0.207
H 0.277 -1.086 1.835
H 1.588 -1.368 -0.731
H 2.016 -0.254 0.415
H 0.864 0.240 -0.953
H -1.171 -2.709 1.169
H 0.226 -2.966 -0.041
H -1.449 -2.092 -0.428
H 1.770 2.808 -2.003
H 2.659 1.875 -1.426
O 2.435 2.180 -2.364
*
```

Here are the Löwdin charges for atoms 1 to 4, given in e: atom 1 (C): -0.034, atom 2 (C): -0.114, atom 3 (C): -0.332, atom 4 (C): -0.033

---

[3]
ORCA calculation (ωB97M-V/def2-TZVPD) on a 2-piece molecular cluster, C5H14O2S overall at a distorted geometry.

Results
LUMO	0.651	eV
E_tot	-747.4728	Eh
highest occupied orbital energy	-8.24	eV
SMILES	CSCCCCO.O
relative energy (zero: lowest compared OMol25 entry of this formula, charge and spin)	54.39	kcal per mole

```
! wB97M-V def2-TZVPD RIJCOSX def2/J DEFGRID3
* xyz 0 1
C -1.685 -1.248 -1.859
S -0.003 -0.985 -2.111
C 0.351 0.629 -1.541
C 0.371 0.618 0.091
C 1.723 0.506 0.767
C 1.642 0.080 2.211
O 1.806 1.228 3.119
H -2.226 -0.633 -1.123
H -2.158 -1.153 -2.843
H -1.950 -2.278 -1.384
H 1.316 0.888 -2.035
H -0.228 1.429 -1.979
H -0.104 1.632 0.215
H -0.366 -0.146 0.436
H 2.294 1.501 0.839
H 2.580 0.007 0.202
H 0.740 -0.399 2.555
H 2.522 -0.544 2.290
H 1.656 2.137 2.695
O -3.337 0.031 1.019
H -2.718 0.534 1.268
H -3.476 -0.785 1.523
*
```

Here are the Löwdin charges for atoms 1 to 4, given in e: atom 1 (C): -0.488, atom 2 (S): 0.800, atom 3 (C): -0.525, atom 4 (C): -0.246

---

[4]
ORCA calculation (ωB97M-V/def2-TZVPD) on C5H14O3 as an isolated structure at a distorted geometry.

Results
LUMO	-4.341	eV
E_tot	-424.2862	Eh
highest occupied orbital energy	-8.93	eV
relative energy (zero: lowest compared OMol25 entry of this formula, charge and spin)	200.83	kcal per mole

```
! wB97M-V def2-TZVPD RIJCOSX def2/J DEFGRID3
* xyz 0 1
C 0.230 1.564 0.054
C -0.267 0.221 0.455
C -1.204 -0.497 -0.423
C 0.856 -0.624 1.164
C -0.296 -0.165 2.000
H 0.385 1.562 -1.030
H -0.610 2.237 0.357
H 1.177 1.826 0.528
H -1.481 -1.451 0.016
H -2.093 0.121 -0.575
H 1.831 -0.197 1.319
H 0.813 -1.623 0.745
H -0.495 0.720 2.586
H 0.405 -0.630 -3.007
H -0.658 -0.606 -1.395
O 0.707 -0.200 -2.192
H 1.429 -1.100 -1.667
H 2.686 -2.322 -1.698
O 2.172 -1.763 -1.112
H -0.966 -0.985 2.230
H -3.014 2.036 1.436
O -2.297 1.583 0.955
*
```

Here are the Löwdin charges for atoms 1 to 4, given in e: atom 1 (C): -0.011, atom 2 (C): -0.404, atom 3 (C): 0.006, atom 4 (C): -0.007

---

[5]
ORCA calculation (ωB97M-V/def2-TZVPD) on a 3-piece molecular cluster, C5H14O3 overall at a distorted geometry.

Results
LUMO	0.712	eV
E_tot	-424.6013	Eh
highest occupied orbital energy	-10.35	eV
SMILES	CC(C)CC=O.O.O
relative energy (zero: lowest compared OMol25 entry of this formula, charge and spin)	3.09	kcal per mole

```
! wB97M-V def2-TZVPD RIJCOSX def2/J DEFGRID3
* xyz 0 1
C -0.464 1.269 -1.028
C -0.065 0.045 -0.160
C 0.493 0.312 1.251
C -1.270 -0.941 -0.114
C -1.296 -1.908 -1.269
O -0.332 -2.569 -1.564
H -0.854 0.918 -1.982
H 0.446 1.859 -1.147
H -1.316 1.866 -0.711
H 0.815 -0.337 -0.676
H 0.658 -0.669 1.690
H 1.462 0.776 1.068
H -0.050 0.946 1.949
H -2.158 -0.307 -0.123
H -1.185 -1.493 0.820
H -2.220 -1.961 -1.868
O 0.390 3.872 1.307
H 0.325 3.056 0.835
H 0.730 3.668 2.200
O 1.879 -2.613 0.166
H 1.251 -2.802 -0.573
H 2.759 -2.985 -0.071
*
```

Here are the Löwdin charges for atoms 1 to 4, given in e: atom 1 (C): -0.074, atom 2 (C): -0.408, atom 3 (C): -0.079, atom 4 (C): -0.122

---

[6]
ORCA calculation (ωB97M-V/def2-TZVPD) on a 3-piece molecular cluster, C5H14O4 overall.

Results
LUMO	0.757	eV
E_tot	-499.8610	Eh
highest occupied orbital energy	-10.30	eV
SMILES	CC(=O)O.COCO.C
relative energy (zero: lowest compared OMol25 entry of this formula, charge and spin)	21.70	kcal per mole

```
! wB97M-V def2-TZVPD RIJCOSX def2/J DEFGRID3
* xyz 0 1
C -0.775 0.840 2.292
C 0.424 0.028 1.916
O 1.367 0.417 1.278
O 0.336 -1.234 2.353
H -0.488 1.876 2.453
H -1.480 0.802 1.459
H -1.250 0.423 3.174
H 1.105 -1.751 2.059
C 0.148 1.969 -1.509
O -0.680 1.090 -2.251
C -1.316 0.130 -1.476
O -2.296 0.658 -0.627
H 0.873 1.412 -0.910
H 0.663 2.588 -2.239
H -0.447 2.602 -0.843
H -1.754 -0.583 -2.189
H -0.607 -0.391 -0.817
H -2.927 1.157 -1.161
C 1.821 -2.406 -0.588
H 1.956 -1.399 -0.212
H 1.829 -2.381 -1.672
H 2.629 -3.039 -0.238
H 0.869 -2.807 -0.250
*
```

Here are the Löwdin charges for atoms 1 to 4, given in e: atom 1 (C): 0.024, atom 2 (C): -0.586, atom 3 (O): 0.068, atom 4 (O): 0.098

---

[7]
ORCA calculation (ωB97M-V/def2-TZVPD) on a 2-piece molecular cluster, C5H14S overall.

Results
LUMO	1.021	eV
E_tot	-597.0627	Eh
highest occupied orbital energy	-8.48	eV
SMILES	CCC.CSC
relative energy (zero: lowest compared OMol25 entry of this formula, charge and spin)	9.19	kcal per mole

```
! wB97M-V def2-TZVPD RIJCOSX def2/J DEFGRID3
* xyz 0 1
C 2.193 1.609 0.023
C 2.346 0.240 -0.649
C 2.053 -0.904 0.327
H 1.287 2.107 -0.298
H 3.026 2.291 -0.163
H 2.135 1.544 1.110
H 1.625 0.180 -1.470
H 3.351 0.110 -1.065
H 1.029 -0.816 0.702
H 2.155 -1.878 -0.133
H 2.736 -0.852 1.185
C -1.810 -0.131 -1.061
S -1.812 0.004 0.746
C -3.441 -0.620 1.179
H -2.844 -0.219 -1.407
H -1.288 0.733 -1.462
H -1.336 -1.070 -1.351
H -4.014 0.028 1.852
H -3.377 -1.587 1.677
H -4.014 -0.768 0.259
*
```

Here are the Löwdin charges for atoms 1 to 4, given in e: atom 1 (C): -0.121, atom 2 (C): -0.311, atom 3 (C): -0.131, atom 4 (H): 0.057

---

[8]
ORCA calculation (ωB97M-V/def2-TZVPD) on a 2-piece molecular cluster, C5H14S overall at a distorted geometry.

Results
LUMO	0.950	eV
E_tot	-597.0359	Eh
highest occupied orbital energy	-8.40	eV
SMILES	CCSC.CC
relative energy (zero: lowest compared OMol25 entry of this formula, charge and spin)	26.01	kcal per mole

```
! wB97M-V def2-TZVPD RIJCOSX def2/J DEFGRID3
* xyz 0 1
C 0.999 1.014 0.452
C 1.943 1.003 -0.735
S 2.069 -0.422 -1.892
C 1.547 -1.781 -0.766
H 0.521 1.934 0.814
H 1.482 0.603 1.362
H 0.050 0.456 0.418
H 1.441 1.673 -1.467
H 2.891 1.478 -0.534
H 0.540 -1.667 -0.462
H 1.661 -2.718 -1.295
H 2.334 -1.773 -0.038
C -2.059 -0.387 -0.111
C -2.302 0.424 1.142
H -1.098 -0.874 -0.074
H -2.742 -1.203 -0.323
H -2.009 0.254 -0.958
H -1.638 1.285 1.236
H -2.289 -0.112 2.085
H -3.342 0.813 1.145
*
```

Here are the Löwdin charges for atoms 1 to 4, given in e: atom 1 (C): -0.170, atom 2 (C): -0.543, atom 3 (S): 0.766, atom 4 (C): -0.386

---

[9]
ORCA calculation (ωB97M-V/def2-TZVPD) on a 2-piece molecular cluster, C5H14S overall at a distorted geometry.

Results
LUMO	0.936	eV
E_tot	-597.0357	Eh
highest occupied orbital energy	-8.41	eV
SMILES	CCSC.CC
relative energy (zero: lowest compared OMol25 entry of this formula, charge and spin)	26.11	kcal per mole

```
! wB97M-V def2-TZVPD RIJCOSX def2/J DEFGRID3
* xyz 0 1
C -0.008 1.912 0.342
C -0.786 2.620 -0.811
S -1.366 1.736 -2.262
C -0.360 0.262 -2.364
H 1.027 2.179 0.261
H 0.048 0.847 0.083
H -0.381 1.957 1.359
H -1.704 3.042 -0.415
H -0.027 3.312 -1.141
H -0.300 -0.319 -1.449
H -0.761 -0.441 -3.091
H 0.674 0.427 -2.683
C 0.259 -2.036 2.269
C 0.676 -2.444 0.844
H 1.135 -1.876 2.900
H -0.227 -1.072 2.144
H -0.356 -2.743 2.814
H 0.435 -1.605 0.179
H 1.737 -2.383 0.563
H 0.285 -3.376 0.458
*
```

Here are the Löwdin charges for atoms 1 to 4, given in e: atom 1 (C): -0.127, atom 2 (C): -0.552, atom 3 (S): 0.795, atom 4 (C): -0.449

---

[10]
ORCA calculation (ωB97M-V/def2-TZVPD) on a 2-piece molecular cluster, C5H14S overall at a distorted geometry.

Results
LUMO	1.047	eV
E_tot	-597.0438	Eh
highest occupied orbital energy	-8.48	eV
SMILES	CCSC.CC
relative energy (zero: lowest compared OMol25 entry of this formula, charge and spin)	21.00	kcal per mole

```
! wB97M-V def2-TZVPD RIJCOSX def2/J DEFGRID3
* xyz 0 1
C -0.384 1.088 -0.897
C 0.850 1.145 0.006
S 2.015 -0.138 -0.419
C 3.385 0.787 -1.119
H -0.211 0.664 -1.903
H -0.981 1.970 -1.131
H -1.018 0.256 -0.590
H 1.352 2.112 -0.169
H 0.530 1.072 1.031
H 4.011 1.444 -0.498
H 4.092 0.004 -1.426
H 3.049 1.351 -1.977
C -2.086 -2.027 0.565
C -2.121 -0.946 1.633
H -3.048 -2.034 0.093
H -1.288 -1.973 -0.192
H -1.915 -3.026 0.993
H -1.507 -1.186 2.510
H -3.050 -0.593 2.096
H -1.673 0.031 1.394
*
```

Here are the Löwdin charges for atoms 1 to 4, given in e: atom 1 (C): -0.187, atom 2 (C): -0.563, atom 3 (S): 0.793, atom 4 (C): -0.443

---

[11]
ORCA calculation (ωB97M-V/def2-TZVPD) on a 2-piece molecular cluster, C5H14S2 overall.

Results
LUMO	0.866	eV
E_tot	-995.2562	Eh
highest occupied orbital energy	-8.66	eV
SMILES	CCCS.CSC
relative energy (zero: lowest compared OMol25 entry of this formula, charge and spin)	10.11	kcal per mole

```
! wB97M-V def2-TZVPD RIJCOSX def2/J DEFGRID3
* xyz 0 1
C -0.714 -1.521 -1.669
C 0.751 -1.975 -1.672
C 1.631 -0.884 -1.080
S 3.407 -1.376 -1.043
H -1.333 -2.139 -2.310
H -0.755 -0.485 -2.010
H -1.115 -1.514 -0.653
H 0.964 -2.936 -1.206
H 1.039 -2.050 -2.727
H 1.297 -0.583 -0.088
H 1.564 -0.009 -1.726
H 3.936 -0.141 -1.147
C -2.408 1.159 1.755
S -0.692 0.625 1.876
C 0.052 2.247 2.102
H -2.550 1.845 0.920
H -2.756 1.634 2.670
H -3.030 0.287 1.561
H 1.136 2.175 2.016
H -0.271 2.967 1.349
H -0.151 2.676 3.085
*
```

Here are the Löwdin charges for atoms 1 to 4, given in e: atom 1 (C): -0.113, atom 2 (C): -0.340, atom 3 (C): -0.591, atom 4 (S): 0.665

---

[12]
ORCA calculation (ωB97M-V/def2-TZVPD) on a 2-piece molecular cluster, C5H14S2 overall at a distorted geometry.

Results
LUMO	0.867	eV
E_tot	-995.1936	Eh
highest occupied orbital energy	-8.40	eV
SMILES	CCSC.CSC
relative energy (zero: lowest compared OMol25 entry of this formula, charge and spin)	49.40	kcal per mole

```
! wB97M-V def2-TZVPD RIJCOSX def2/J DEFGRID3
* xyz 0 1
C 1.013 3.474 0.365
C -0.331 2.939 0.659
S -0.418 1.350 1.565
C 0.515 1.579 3.170
H 1.521 3.840 1.364
H 0.792 4.409 -0.225
H 1.686 2.900 -0.135
H -0.980 3.684 1.163
H -0.937 2.857 -0.368
H -0.267 1.657 3.947
H 1.109 0.806 3.466
H 1.074 2.528 3.148
C -0.971 -1.576 -2.533
S 0.191 -3.019 -2.301
C 0.196 -3.413 -0.409
H -1.011 -0.779 -1.661
H -0.668 -1.116 -3.483
H -1.993 -1.855 -2.760
H 1.185 -3.035 0.070
H 0.193 -4.394 -0.338
H -0.595 -2.814 0.080
*
```

Here are the Löwdin charges for atoms 1 to 4, given in e: atom 1 (C): -0.199, atom 2 (C): -0.618, atom 3 (S): 0.735, atom 4 (C): -0.365

---

Question: What is the E_tot in the fourth record?
Answer: -424.2862 Eh

---

Question: Which formula does entry 9 have?
Answer: C5H14S